P) {"formula": "C5H12O2", "method": "ωB97M-V with the def2-TZVPD basis set", "species": ["C", "C", "O", "C", "C", "O", "C", "H", "H", "H", "H", "H", "H", "H", "H", "H", "H", "H", "H"], "coordinates": [[-1.636, -2.107, -1.571], [-1.613, -0.695, -0.986], [-0.596, -0.546, 0.014], [-0.497, 0.922, 0.487], [0.670, 1.187, 1.443], [1.762, 1.867, 0.896], [2.681, 0.816, 0.651], [-1.831, -2.872, -0.810], [-0.686, -2.347, -2.058], [-2.433, -2.154, -2.328], [-2.596, -0.476, -0.539], [-1.434, 0.045, -1.785], [-0.418, 1.592, -0.392], [-1.361, 1.137, 1.131], [0.532, 1.764, 2.364], [0.843, 0.176, 1.847], [2.156, 0.078, -0.092], [2.997, 0.200, 1.547], [3.458, 1.414, 0.182]], "homo_ev": -9.68, "smiles": "CCOCCOC", "homo_lumo_gap_ev": 10.7737}

Q) {"formula": "C5H12O2", "method": "ωB97M-V with the def2-TZVPD basis set", "species": ["C", "O", "C", "C", "C", "C", "O", "H", "H", "H", "H", "H", "H", "H", "H", "H", "H", "H", "H"], "coordinates": [[2.634, 0.325, -0.686], [1.258, 0.603, -0.599], [0.500, -0.532, -0.225], [-0.975, -0.160, -0.147], [-1.791, -1.368, 0.311], [-1.181, 1.046, 0.778], [-0.854, 2.271, 0.165], [2.834, -0.438, -1.453], [3.142, 1.252, -0.964], [3.034, -0.034, 0.275], [0.664, -1.346, -0.952], [0.842, -0.896, 0.761], [-1.308, 0.145, -1.148], [-2.854, -1.114, 0.371], [-1.472, -1.711, 1.304], [-1.686, -2.210, -0.383], [-2.234, 1.118, 1.070], [-0.598, 0.888, 1.704], [0.044, 2.159, -0.183]], "homo_ev": -9.88, "smiles": "COC[C@@H](C)CO", "homo_lumo_gap_ev": 10.8419}

R) {"formula": "C5H12O2", "method": "ωB97M-V with the def2-TZVPD basis set", "species": ["C", "C", "C", "C", "C", "H", "H", "H", "H", "H", "H", "H", "H", "O", "H", "H", "O", "H", "H"], "coordinates": [[1.923, -1.331, 0.023], [0.638, -1.664, 0.108], [-0.369, -1.674, -0.990], [-1.666, -1.793, -0.639], [-2.750, -1.816, -1.688], [2.629, -1.639, 0.787], [2.326, -0.618, -0.704], [0.305, -2.186, 0.997], [-0.092, -1.596, -2.039], [-1.947, -2.429, 0.201], [-3.411, -2.588, -1.287], [-3.435, -0.933, -1.679], [-2.499, -1.918, -2.746], [0.688, 4.846, 1.305], [-0.262, 4.698, 1.339], [1.026, 4.143, 1.861], [1.291, 1.589, 1.291], [0.912, 2.209, 0.676], [1.785, 0.923, 0.812]], "homo_ev": -8.77, "smiles": "C=C/C=C/C.O.O", "homo_lumo_gap_ev": 9.4893}

S) {"formula": "C5H12O2", "method": "ωB97M-V with the def2-TZVPD basis set", "species": ["C", "C", "C", "C", "C", "H", "H", "H", "H", "H", "H", "H", "H", "O", "H", "H", "O", "H", "H"], "coordinates": [[2.137, 0.247, -1.203], [0.934, 0.332, -0.578], [0.286, 1.596, -0.083], [-0.698, 1.984, -0.931], [0.990, 2.574, 0.818], [2.787, 1.108, -1.039], [2.190, -0.324, -2.114], [0.452, -0.514, -0.085], [-1.486, 2.560, -0.456], [-0.611, 1.789, -1.988], [0.206, 3.238, 1.173], [1.833, 3.090, 0.362], [1.417, 2.079, 1.699], [-2.883, -3.978, 1.927], [-2.411, -4.816, 1.843], [-2.119, -3.385, 1.950], [-1.031, -2.361, -0.069], [-1.198, -1.954, -0.924], [-0.795, -3.265, -0.299]], "homo_ev": -8.58, "smiles": "C=CC(=C)C.O.O", "homo_lumo_gap_ev": 9.1016}

Q) comes first in stability; the runner-up is 35.4 kcal/mol higher.

P) {"formula": "C5H12O2", "method": "ωB97M-V with the def2-TZVPD basis set", "species": ["C", "O", "C", "C", "C", "C", "O", "H", "H", "H", "H", "H", "H", "H", "H", "H", "H", "H", "H"], "coordinates": [[1.753, 1.249, -0.859], [0.992, 0.588, 0.127], [-0.093, -0.183, -0.391], [0.362, -1.188, -1.462], [-0.756, -0.843, 0.820], [-1.622, 0.103, 1.651], [-0.895, 1.105, 2.320], [1.156, 1.992, -1.407], [2.173, 0.538, -1.581], [2.578, 1.749, -0.347], [-0.816, 0.511, -0.856], [1.381, -1.543, -1.271], [0.339, -0.752, -2.466], [-0.294, -2.063, -1.471], [0.030, -1.271, 1.454], [-1.389, -1.667, 0.470], [-2.399, 0.542, 0.998], [-2.148, -0.473, 2.422], [-0.193, 1.397, 1.721]], "homo_ev": -9.97, "smiles": "CO[C@@H](C)CCO", "homo_lumo_gap_ev": 10.9404}

Q) {"formula": "C5H12O2", "method": "ωB97M-V with the def2-TZVPD basis set", "species": ["C", "C", "C", "O", "C", "C", "O", "H", "H", "H", "H", "H", "H", "H", "H", "H", "H", "H", "H"], "coordinates": [[2.641, -0.419, 0.603], [1.573, 0.123, -0.343], [0.133, -0.101, 0.118], [-0.122, 0.577, 1.319], [-0.871, 0.335, -0.996], [-2.338, 0.282, -0.481], [-2.526, -0.039, 0.962], [3.646, -0.242, 0.201], [2.569, 0.065, 1.581], [2.532, -1.501, 0.745], [1.680, -0.349, -1.330], [1.722, 1.202, -0.486], [-0.032, -1.190, 0.257], [-1.096, 0.405, 1.478], [-0.727, -0.327, -1.866], [-0.602, 1.349, -1.334], [-2.939, -0.444, -1.032], [-2.812, 1.263, -0.547], [-2.431, -0.987, 1.152]], "homo_ev": -9.66, "smiles": "CC[C@@H](O)CCO", "homo_lumo_gap_ev": 10.3733}

Q) comes first in stability; the runner-up is 1.8 kcal/mol higher.

P) {"formula": "C5H12O2", "method": "ωB97M-V with the def2-TZVPD basis set", "species": ["C", "O", "C", "C", "C", "C", "O", "H", "H", "H", "H", "H", "H", "H", "H", "H", "H", "H", "H"], "coordinates": [[-1.510, -0.444, 1.614], [-0.225, -0.252, 1.071], [-0.208, 0.401, -0.202], [-0.638, 1.859, -0.100], [1.219, 0.249, -0.708], [1.590, -1.214, -1.062], [0.619, -2.173, -0.699], [-1.956, 0.497, 1.962], [-1.396, -1.111, 2.472], [-2.187, -0.911, 0.883], [-0.888, -0.142, -0.877], [0.010, 2.402, 0.597], [-1.673, 1.955, 0.244], [-0.571, 2.340, -1.082], [1.881, 0.643, 0.073], [1.353, 0.889, -1.587], [1.701, -1.310, -2.146], [2.563, -1.463, -0.613], [0.350, -1.959, 0.208]], "homo_ev": -9.90, "smiles": "CO[C@@H](C)CCO", "homo_lumo_gap_ev": 10.9051}

Q) {"formula": "C5H12O2", "method": "ωB97M-V with the def2-TZVPD basis set", "species": ["C", "C", "C", "C", "O", "H", "H", "H", "H", "H", "H", "H", "H", "C", "O", "H", "H", "H", "H"], "coordinates": [[0.338, 2.305, -0.156], [0.339, 1.060, -1.040], [1.430, 0.064, -0.730], [1.203, -1.375, -0.878], [1.293, -0.788, 0.419], [1.320, 2.792, -0.135], [0.047, 2.057, 0.870], [-0.386, 3.032, -0.536], [-0.632, 0.564, -0.952], [0.473, 1.348, -2.093], [2.452, 0.429, -0.838], [0.204, -1.714, -1.156], [2.016, -2.049, -1.145], [-1.966, -1.490, 1.456], [-1.276, -0.294, 1.207], [-3.035, -1.259, 1.449], [-1.710, -1.925, 2.433], [-1.783, -2.257, 0.687], [-0.327, -0.502, 1.136]], "homo_ev": -9.86, "smiles": "CC[C@@H]1CO1.CO", "homo_lumo_gap_ev": 10.9339}

R) {"formula": "C5H12O2", "method": "ωB97M-V with the def2-TZVPD basis set", "species": ["C", "C", "C", "O", "C", "C", "O", "H", "H", "H", "H", "H", "H", "H", "H", "H", "H", "H", "H"], "coordinates": [[2.241, -0.002, 1.223], [0.801, 0.525, 1.254], [0.214, 0.409, -0.144], [0.463, -0.948, -0.516], [-1.255, 0.614, -0.416], [-1.315, -0.686, -1.829], [-1.992, 0.333, 0.768], [2.268, -1.048, 0.906], [2.840, 0.562, 0.496], [2.720, 0.080, 2.201], [0.182, -0.083, 1.928], [0.769, 1.550, 1.628], [0.755, 1.049, -0.855], [-0.184, -1.445, 0.014], [-1.493, 1.688, -0.680], [-0.876, -1.726, -1.949], [-2.373, -0.828, -1.889], [-0.863, -0.162, -2.675], [-2.901, 0.118, 0.536]], "homo_ev": -9.13, "homo_lumo_gap_ev": 9.9336}

S) {"formula": "C5H12O2", "method": "ωB97M-V with the def2-TZVPD basis set", "species": ["C", "C", "C", "C", "C", "H", "H", "H", "H", "H", "H", "H", "H", "O", "H", "H", "O", "H", "H"], "coordinates": [[0.784, 2.415, -0.986], [0.088, 1.366, -1.382], [0.424, -0.054, -1.156], [-0.480, -1.025, -1.246], [-0.324, -2.476, -0.941], [0.377, 3.386, -1.267], [1.614, 2.473, -0.300], [-0.839, 1.436, -1.947], [1.438, -0.249, -0.807], [-1.472, -0.628, -1.461], [0.704, -2.696, -0.658], [-0.692, -3.036, -1.785], [-0.963, -2.696, -0.106], [-0.219, -1.542, 2.115], [-0.880, -0.838, 2.154], [0.580, -1.056, 2.344], [-0.186, 1.465, 2.233], [-1.002, 1.733, 1.791], [0.467, 1.866, 1.643]], "homo_ev": -8.81, "smiles": "C=C/C=C/C.O.O", "homo_lumo_gap_ev": 9.5540}

P) comes first in stability; the runner-up is 14.7 kcal/mol higher.

P) {"formula": "CH4O2S", "method": "ωB97M-V with the def2-TZVPD basis set", "species": ["C", "O", "O", "S", "H", "H", "H", "H"], "coordinates": [[-0.449, -0.692, -0.370], [0.368, 1.224, 0.980], [1.998, -0.090, -0.219], [0.727, 0.558, -0.672], [-1.202, -0.279, 0.417], [0.155, -1.504, 0.099], [-1.158, -1.026, -1.294], [-0.441, 1.809, 1.060]], "homo_ev": -10.13, "homo_lumo_gap_ev": 10.4637}

Q) {"formula": "CH4O2S", "method": "ωB97M-V with the def2-TZVPD basis set", "species": ["O", "C", "O", "H", "H", "S", "H", "H"], "coordinates": [[-2.114, -1.400, -1.133], [-1.000, -1.267, -1.493], [-0.601, -0.782, -2.722], [-0.081, -1.478, -0.913], [0.057, -1.410, -3.047], [1.641, 2.458, 3.471], [0.563, 2.709, 2.718], [1.534, 1.170, 3.118]], "homo_ev": -9.85, "smiles": "O=CO.S", "homo_lumo_gap_ev": 10.3076}

R) {"formula": "CH4O2S", "method": "ωB97M-V with the def2-TZVPD basis set", "species": ["C", "O", "O", "S", "H", "H", "H", "H"], "coordinates": [[-0.596, 0.538, 0.829], [-0.517, -0.848, 0.444], [0.733, -1.217, -0.195], [0.866, -1.152, -1.784], [-1.602, 0.641, 1.094], [-0.704, 1.067, -0.067], [0.069, 1.029, 1.449], [1.751, -0.058, -1.770]], "homo_ev": -9.55, "smiles": "COOS", "homo_lumo_gap_ev": 10.2650}

Q) comes first in stability; the runner-up is 34.3 kcal/mol higher.